Molecular formula: C5H6N
Method: DFT, the ωB97M-V functional and the def2-TZVPD basis

ΔE to the lowest compared entry with this formula, charge and spin in kJ/mol: 368.4
HOMO energy (alpha / beta) in eV: -12.0 / -16.9
⟨S²⟩: 2.008
Multiplicity: 3
Gap between HOMO and LUMO (alpha / beta) in hartree: 0.300 / 0.292
Total charge: +1

Bonds (Å) are listed after each position.
Cartesian coordinates (Å):
1 C 1.66211 -0.14293 -0.34650  C5 1.196, N6 1.299
2 C -1.58398 0.34148 0.10821  C3 1.592, C4 1.480, H8 1.048, H9 1.156
3 C -0.59042 -0.90148 0.04699  C2 1.592, N6 1.443, H10 1.024, H11 1.059
4 C -0.40908 1.11281 -0.35559  C2 1.480, N6 1.286, H12 1.103
5 C 2.80997 -0.09920 -0.01245  C1 1.196, H7 1.051
6 N 0.39161 0.11163 -0.25493  C1 1.299, C3 1.443, C4 1.286
7 H 3.68657 -0.41033 0.47741  C5 1.051
8 H -2.49900 0.19162 -0.37972  C2 1.048
9 H -2.04226 0.43975 1.16509  C2 1.156
10 H -0.84734 -1.36583 -0.82866  C3 1.024
11 H -0.55980 -1.39137 0.98580  C3 1.059
12 H -0.01837 2.11385 -0.60565  C4 1.103

=====

Molecular formula: H4O2
Method: DFT, the ωB97M-V functional and the def2-TZVPD basis

ΔE to the lowest compared entry with this formula, charge and spin in kJ/mol: 13.2
HOMO energy in eV: -11.2
SMILES: O.O
Gap between HOMO and LUMO in hartree: 0.438

Bonds (Å) are listed after each position.
Cartesian coordinates (Å):
1 H 0.14103 2.20552 0.53304  O5 1.002
2 H -0.20608 0.66843 0.15618  O5 0.988
3 H 0.26708 -1.80916 -1.51627  O6 0.955
4 H 0.64854 -1.37558 -0.07773  O6 0.991
5 O -0.07737 1.30089 0.90480  H1 1.002, H2 0.988
6 O -0.02895 -1.26205 -0.79170  H3 0.955, H4 0.991

=====

Molecular formula: C27H65ClN15O26
Method: DFT, the ωB97M-V functional and the def2-TZVPD basis

HOMO energy in eV: -11.0
Gap between HOMO and LUMO in hartree: 0.288
Total charge: +1

Bonds (Å) are listed after each position.
Cartesian coordinates (Å):
1 C 2.70550 -0.96067 2.17143  C2 1.340, H18 1.081, H19 1.084
2 C 1.43945 -0.59511 2.41536  C1 1.340, C3 1.503, H20 1.089
3 C 0.91357 0.80342 2.25492  C2 1.503, C4 1.567, H21 1.087, H22 1.082
4 C 0.81367 1.17190 0.73512  C3 1.567, Cl5 1.753, N6 1.508, C15 1.539
5 Cl 2.23793 2.09761 0.30218  C4 1.753
6 N 0.76701 -0.12037 -0.03991  C4 1.508, C7 1.520, H23 1.015, H24 1.016
7 C 0.36547 0.35131 -1.42756  N6 1.520, C8 1.563, H25 1.086, H26 1.083
8 C -0.71419 1.46275 -1.22493  C7 1.563, C9 1.566, N11 1.444, C15 1.560
9 C -0.32199 2.56987 -2.26071  C8 1.566, C10 1.528, H27 1.085, H28 1.087
10 C 0.01420 3.97513 -1.76257  C9 1.528, H29 1.080, H30 1.090, H31 1.086
11 N -2.01026 0.96295 -1.61942  C8 1.444, C12 1.278
12 C -2.65290 0.01446 -1.05397  N11 1.278, C13 1.501, C14 1.513
13 C -3.70204 0.27598 -0.01262  C12 1.501, H32 1.089, H33 1.090, H34 1.084
14 C -2.47266 -1.44245 -1.41972  C12 1.513, H35 1.088, H36 1.089, H37 1.086
15 C -0.56352 1.70982 0.30765  C4 1.539, C8 1.560, C16 1.535, H38 1.096
16 C -1.08152 3.02056 0.91535  C15 1.535, C17 1.534, H39 1.084, H40 1.087
17 C -1.62831 2.83046 2.33555  C16 1.534, H41 1.084, H42 1.090, H43 1.087
18 H 3.55997 -0.34887 2.42453  C1 1.081
19 H 2.90929 -1.90451 1.67909  C1 1.084
20 H 0.71881 -1.36171 2.69647  C2 1.089
21 H 1.55616 1.53444 2.73845  C3 1.087
22 H -0.05840 0.88422 2.72442  C3 1.082
23 H 0.02376 -0.73469 0.27775  N6 1.015
24 H 1.66070 -0.58612 -0.16994  N6 1.016
25 H 1.29300 0.72902 -1.84742  C7 1.086
26 H 0.11365 -0.46019 -2.09978  C7 1.083
27 H -1.17549 2.68278 -2.92094  C9 1.085
28 H 0.48117 2.23937 -2.91362  C9 1.087
29 H 0.63675 4.01408 -0.88135  C10 1.080
30 H -0.91751 4.47680 -1.50311  C10 1.090
31 H 0.44076 4.55905 -2.57227  C10 1.086
32 H -3.55316 -0.42114 0.81091  C13 1.089
33 H -4.70057 0.08668 -0.40674  C13 1.090
34 H -3.61807 1.29236 0.35437  C13 1.084
35 H -3.00194 -1.65156 -2.34681  C14 1.088
36 H -2.96039 -2.04433 -0.65459  C14 1.089
37 H -1.42910 -1.74000 -1.46579  C14 1.086
38 H -1.16594 0.95386 0.82514  C15 1.096
39 H -0.30218 3.77326 0.92300  C16 1.084
40 H -1.88888 3.35687 0.27028  C16 1.087
41 H -2.45231 3.49953 2.55739  C17 1.084
42 H -0.85334 3.07500 3.06159  C17 1.090
43 H -1.88274 1.78966 2.51621  C17 1.087
44 C -3.78358 1.72445 -4.32464  N45 1.484, H48 1.081, H49 1.086, H50 1.090
45 N -4.99725 2.56403 -4.48183  C44 1.484, O46 1.211, O47 1.217
46 O -5.02652 3.62872 -3.90641  N45 1.211
47 O -5.89194 2.14100 -5.19061  N45 1.217
48 H -3.09672 2.24638 -3.67263  C44 1.081
49 H -4.09775 0.78215 -3.88558  C44 1.086
50 H -3.35477 1.57421 -5.31559  C44 1.090
51 C -1.84249 3.36357 -8.82509  N52 1.488, H55 1.082, H56 1.085, H57 1.086
52 N -2.15652 2.78795 -7.48921  C51 1.488, O53 1.217, O54 1.212
53 O -2.92847 1.84839 -7.43223  N52 1.217
54 O -1.61619 3.28742 -6.52595  N52 1.212
55 H -2.39813 2.81343 -9.57265  C51 1.082
56 H -2.13869 4.40693 -8.80593  C51 1.085
57 H -0.77028 3.26858 -8.96858  C51 1.086
58 C 7.39177 -2.52047 2.20766  N59 1.487, H62 1.083, H63 1.085, H64 1.086
59 N 6.09575 -1.87908 1.86280  C58 1.487, O60 1.213, O61 1.217
60 O 5.87448 -0.76865 2.29736  N59 1.213
61 O 5.33050 -2.51299 1.16036  N59 1.217
62 H 7.93929 -1.83817 2.84589  C58 1.083
63 H 7.16594 -3.44765 2.72311  C58 1.085
64 H 7.92539 -2.71499 1.28253  C58 1.086
65 C 4.57732 -5.65625 -0.74237  N66 1.491, H69 1.083, H70 1.085, H71 1.085
66 N 5.66065 -6.21071 0.11861  C65 1.491, O67 1.209, O68 1.215
67 O 5.81733 -7.40927 0.14902  N66 1.209
68 O 6.31880 -5.39907 0.73768  N66 1.215
69 H 4.07744 -6.47605 -1.24382  C65 1.083
70 H 3.89798 -5.12099 -0.08707  C65 1.085
71 H 5.04350 -4.98014 -1.45178  C65 1.085
72 C 4.62290 -5.96477 3.63032  N73 1.490, H76 1.084, H77 1.086, H78 1.086
73 N 4.98592 -4.86254 4.56514  C72 1.490, O74 1.213, O75 1.210
74 O 6.11258 -4.41798 4.50036  N73 1.213
75 O 4.12892 -4.48351 5.33121  N73 1.210
76 H 5.48697 -6.18888 3.01542  C72 1.084
77 H 4.33071 -6.81772 4.23503  C72 1.086
78 H 3.78691 -5.61588 3.03094  C72 1.086
79 C -3.58459 -0.63008 4.76383  N80 1.488, H83 1.083, H84 1.086, H85 1.086
80 N -2.87424 -1.21441 3.59391  C79 1.488, O81 1.219, O82 1.208
81 O -2.31188 -0.45659 2.82209  N80 1.219
82 O -2.90390 -2.41561 3.46970  N80 1.208
83 H -3.47000 0.44630 4.73089  C79 1.083
84 H -4.62721 -0.92357 4.68273  C79 1.086
85 H -3.13507 -1.05299 5.65706  C79 1.086
86 C -0.63574 -3.89823 0.63704  N87 1.496, H90 1.083, H91 1.088, H92 1.086
87 N 0.78170 -4.02316 0.17619  C86 1.496, O88 1.205, O89 1.224
88 O 1.42221 -4.94794 0.60948  N87 1.205
89 O 1.20435 -3.17917 -0.60231  N87 1.224
90 H -0.84627 -4.73128 1.29633  C86 1.083
91 H -0.73127 -2.94909 1.15942  C86 1.088
92 H -1.27306 -3.92680 -0.24133  C86 1.086
93 C -2.25302 7.44469 -2.04657  N94 1.489, H97 1.083, H98 1.086, H99 1.085
94 N -1.68578 7.63730 -0.68321  C93 1.489, O95 1.208, O96 1.216
95 O -0.88458 8.52772 -0.52776  N94 1.208
96 O -2.06613 6.87172 0.18200  N94 1.216
97 H -1.82331 8.18475 -2.71067  C93 1.083
98 H -1.99519 6.43856 -2.36227  C93 1.086
99 H -3.33004 7.56059 -1.97863  C93 1.085
100 C -6.46867 3.75779 -7.87682  N101 1.485, H104 1.083, H105 1.084, H106 1.085
101 N -5.48769 4.77417 -8.33482  C100 1.485, O102 1.214, O103 1.213
102 O -4.83433 4.54472 -9.33171  N101 1.214
103 O -5.37339 5.76608 -7.64660  N101 1.213
104 H -6.44123 2.91814 -8.56027  C100 1.083
105 H -6.15694 3.46473 -6.88029  C100 1.084
106 H -7.44962 4.22171 -7.85638  C100 1.085
107 C -3.28845 8.25901 -7.32111  N108 1.489, H111 1.083, H112 1.084, H113 1.085
108 N -2.62572 8.96400 -6.18932  C107 1.489, O109 1.212, O110 1.212
109 O -1.43391 9.17138 -6.26793  N108 1.212
110 O -3.32736 9.27257 -5.25014  N108 1.212
111 H -2.53960 8.04197 -8.07291  C107 1.083
112 H -3.72715 7.35076 -6.92435  C107 1.084
113 H -4.06140 8.91339 -7.71071  C107 1.085
114 C -4.67353 -4.67348 1.61496  N115 1.489, H118 1.082, H119 1.085, H120 1.086
115 N -5.97759 -4.03799 1.28025  C114 1.489, O116 1.214, O117 1.208
116 O -6.30769 -3.06465 1.92684  N115 1.214
117 O -6.61146 -4.53019 0.37710  N115 1.208
118 H -4.23268 -4.11772 2.43225  C114 1.082
119 H -4.86544 -5.70483 1.89357  C114 1.085
120 H -4.05721 -4.62754 0.72201  C114 1.086
121 C 3.97089 -3.58994 8.54634  N122 1.488, H125 1.082, H126 1.086, H127 1.086
122 N 3.60112 -4.04118 9.91540  C121 1.488, O123 1.213, O124 1.211
123 O 2.99485 -5.08682 10.02207  N122 1.213
124 O 3.93165 -3.32829 10.83658  N122 1.211
125 H 3.61032 -4.32040 7.83465  C121 1.082
126 H 3.50398 -2.62279 8.38823  C121 1.086
127 H 5.05227 -3.50484 8.50367  C121 1.086
128 C 8.83088 -6.03365 7.26093  N129 1.489, H132 1.083, H133 1.085, H134 1.085
129 N 8.32493 -4.63342 7.26773  C128 1.489, O130 1.213, O131 1.209
130 O 7.17894 -4.44586 7.61854  N129 1.213
131 O 9.09764 -3.77144 6.91849  N129 1.209
132 H 8.03426 -6.68658 7.59516  C128 1.083
133 H 9.13417 -6.26214 6.24410  C128 1.085
134 H 9.68307 -6.07239 7.93177  C128 1.085

=====

What molecular weight values result from the calculations? In sequence: 80.11; 36.03; 1051.35 u.
What max |F| values result from the calculations? In sequence: 10.32; 2.00; 2.86 eV/Å.
What calculated total energy values result from the calculations? In sequence: -6757.10054; -4159.80215; -117116.77708 eV.